Record 1
Entry from the Open Molecules 2025 dataset: a molecular structure, F4Sr4 in a non-equilibrium geometry (ωB97M-V with the def2-TZVPD basis set).

Values from the calculation:
- DFT total energy (eV) = -14178.1536
- LUMO (Eh) = -0.557
- charge = +4
- HOMO (eV) = -24.31

Geometry (Å):
Sr: 1.28802 2.83761 -0.12453
Sr: -1.77910 0.18975 -1.30223
Sr: 1.41959 -2.62151 -0.68767
Sr: 0.49725 -0.62771 2.48266
F: -0.00031 1.88290 -2.16297
F: 0.75350 -0.10007 -0.19300
F: -1.65888 0.79214 1.11061
F: -0.52006 -2.35310 0.87713

Per-atom Löwdin charges, elementary charge units: 1.794, 1.708, 1.799, 1.732, -0.751, -0.794, -0.739, -0.749

---

Record 2
Entry from the Open Molecules 2025 dataset: a molecular structure, C47H36BrIN5O4P2RuSe2 in a non-equilibrium geometry (ωB97M-V with the def2-TZVPD basis set).

Values from the calculation:
- DFT total energy (eV) = -294957.0529
- LUMO (spin up / spin down) (Eh) = -0.030 / -0.082
- charge = 0
- multiplicity = 6
- HOMO (spin up / spin down) (eV) = -7.86 / -7.75

Geometry (Å):
Ru: -2.01457 -0.35446 0.70612
C: -3.39448 2.69755 -3.20839
C: -4.37800 2.68067 -2.08357
N: -5.42883 3.44210 -2.16931
C: -6.40349 3.36525 -1.22038
C: -6.39018 2.46341 -0.20413
C: -7.55446 2.37075 0.74235
O: -8.23416 1.11454 0.67076
C: -5.24665 1.62216 -0.07148
C: -5.23754 0.53136 0.82590
N: -4.18271 -0.16989 1.08757
C: -4.21559 -1.41590 1.73472
C: -5.24488 -2.12793 2.34184
C: -4.90536 -3.34869 2.89556
C: -3.59278 -3.83716 2.84496
C: -2.57865 -3.11764 2.24088
C: -2.92240 -1.89847 1.66411
I: -0.55385 -0.40865 2.91932
C: -4.15752 1.76993 -0.96108
O: -3.06427 1.11963 -0.87606
H: -3.68148 3.46987 -3.91832
H: -3.40327 1.72725 -3.71617
H: -2.38321 2.87840 -2.84770
H: -7.23482 4.05051 -1.34446
H: -8.24364 3.19523 0.53955
H: -7.23090 2.46378 1.78027
H: -8.54905 1.00163 -0.23238
H: -6.18303 0.21532 1.26246
H: -6.26118 -1.75894 2.38012
H: -5.66998 -3.94140 3.38111
H: -3.36920 -4.79814 3.28962
H: -1.56830 -3.49456 2.20262
Se: 3.57952 -4.06795 -2.31502
P: 3.02036 -3.14164 -0.51537
C: 4.11660 -1.75580 -0.06491
C: 4.81836 -1.10943 -1.07782
C: 5.65750 -0.04532 -0.78243
C: 5.83455 0.35486 0.53348
C: 5.17178 -0.31420 1.55277
C: 4.30882 -1.35747 1.25703
C: 3.02874 -4.21747 0.94920
C: 3.76946 -5.38973 0.89034
C: 3.86837 -6.20851 2.00829
C: 3.22615 -5.85805 3.18371
C: 2.47669 -4.68815 3.24480
C: 2.37543 -3.87132 2.13330
C: 1.32062 -2.49374 -0.51151
C: 0.64521 -1.36658 -0.96549
N: -0.65832 -1.54628 -0.62880
N: -0.76510 -2.73281 -0.02673
N: 0.39190 -3.31561 0.04459
P: 1.14529 0.00837 -1.98990
Se: -0.51675 0.96857 -2.99296
C: 2.07923 1.20959 -1.04664
C: 2.51996 2.37237 -1.67906
C: 3.14818 3.35851 -0.94108
C: 3.31129 3.19964 0.42964
C: 2.85668 2.05202 1.05957
C: 2.23724 1.05194 0.32547
C: 2.09052 -0.68707 -3.35050
C: 3.27490 -0.11773 -3.80483
C: 3.89396 -0.63433 -4.93185
C: 3.32041 -1.69790 -5.61492
C: 2.13042 -2.25439 -5.17122
C: 1.51610 -1.75739 -4.03580
H: 4.72181 -1.47102 -2.09224
H: 6.19343 0.45503 -1.57978
H: 6.49938 1.17702 0.76676
H: 5.32332 -0.02187 2.58426
H: 3.80680 -1.87031 2.06674
H: 4.25542 -5.66114 -0.03879
H: 4.44392 -7.12328 1.95351
H: 3.29869 -6.49902 4.05318
H: 1.96083 -4.41799 4.15734
H: 1.76344 -2.97889 2.18433
H: 2.32963 2.52429 -2.73485
H: 3.48179 4.26498 -1.42817
H: 3.78019 3.98348 1.01093
H: 2.97232 1.93489 2.12962
H: 1.84954 0.17238 0.82440
H: 3.72428 0.71201 -3.27328
H: 4.82453 -0.20384 -5.27835
H: 3.80818 -2.09873 -6.49394
H: 1.69238 -3.09402 -5.69353
H: 0.60028 -2.20995 -3.67441
Br: -2.43491 5.20070 -0.42302
C: -1.24018 4.72315 0.96412
C: -1.09904 5.63256 2.00340
C: -0.28969 5.33080 3.08585
C: 0.35904 4.10620 3.14523
C: 0.19575 3.19867 2.11415
C: -0.58911 3.49409 1.00131
C: -0.62226 2.47318 -0.11007
O: -0.41096 2.84816 -1.26874
O: -0.75804 1.25649 0.22872
H: -1.63389 6.57113 1.96032
H: -0.18101 6.05061 3.88682
H: 0.98132 3.85359 3.99378
H: 0.67719 2.23211 2.15266

Per-atom Löwdin charges, elementary charge units: 1.322, -0.066, -0.284, 0.118, -0.101, -0.169, -0.206, -0.069, -0.082, -0.023, -0.017, -0.306, -0.011, -0.067, -0.071, -0.147, -0.351, 0.418, -0.286, -0.131, 0.085, 0.075, 0.004, 0.109, 0.116, 0.127, 0.096, 0.126, 0.111, 0.106, 0.106, 0.075, 0.357, 0.554, -0.328, -0.120, -0.067, -0.079, -0.085, -0.077, -0.347, -0.097, -0.075, -0.080, -0.071, -0.117, -0.389, -0.430, -0.126, -0.071, 0.030, 0.737, 0.794, -0.346, -0.100, -0.053, -0.055, -0.094, -0.103, -0.380, -0.096, -0.065, -0.067, -0.090, -0.130, 0.049, 0.108, 0.108, 0.109, 0.096, 0.059, 0.104, 0.103, 0.106, 0.073, 0.110, 0.111, 0.112, 0.118, 0.068, 0.096, 0.109, 0.109, 0.113, 0.115, 0.847, -0.591, -0.132, -0.077, -0.065, -0.069, -0.142, -0.616, -0.103, -0.302, 0.095, 0.106, 0.107, 0.027

---

Record 3
Entry from the Open Molecules 2025 dataset: C6H9N in the gas phase in a non-equilibrium geometry (ωB97M-V with the def2-TZVPD basis set).

Values from the calculation:
- DFT total energy (eV) = -7853.5703
- LUMO (Eh) = 0.038
- charge = 0
- HOMO (eV) = -9.15

Geometry (Å):
C: 3.07866 0.05120 0.36234
C: 1.91738 0.22975 -0.46275
C: 0.82660 0.39578 -0.98209
C: -0.26615 -0.56511 -0.68607
N: -0.99220 -0.11885 0.51226
C: -2.41776 -0.39453 0.40208
C: -1.89206 0.98325 0.22301
H: 3.79930 0.71649 -0.09541
H: 3.44210 -0.98333 0.32759
H: 2.80260 0.37128 1.36974
H: -0.83806 -0.64146 -1.59703
H: 0.12611 -1.57124 -0.42463
H: -2.93295 -0.64852 1.32470
H: -2.74329 -0.90365 -0.50326
H: -1.87163 1.37239 -0.79334
H: -2.03866 1.70653 1.02287

Per-atom Löwdin charges, elementary charge units: -0.080, -0.097, -0.022, -0.269, -0.110, -0.154, -0.155, 0.081, 0.092, 0.092, 0.091, 0.127, 0.098, 0.100, 0.105, 0.101

---

Record 4
Entry from the Open Molecules 2025 dataset: a molecular structure, C5H10O3 in a non-equilibrium geometry (ωB97M-V with the def2-TZVPD basis set).

Values from the calculation:
- DFT total energy (eV) = -11487.1229
- LUMO (Eh) = 0.018
- charge = 0
- HOMO (eV) = -9.19

Geometry (Å):
C: -1.49349 1.09789 0.90687
C: -0.78847 -0.18775 -1.72448
C: -0.61370 -0.09449 0.65677
O: -0.85203 -1.48438 -2.07193
O: -1.45418 0.68356 -2.23038
O: -0.80747 -1.22364 1.03470
H: -1.56412 -1.57363 -2.73508
H: -2.52433 0.83248 0.66843
H: -1.19259 1.94494 0.29223
H: -1.43539 1.35327 1.96717
C: 1.11440 0.41926 0.58442
C: 2.06350 -0.75579 0.48388
H: 3.05568 -0.48564 0.85473
H: 1.35062 1.26269 -0.07055
H: 1.13677 0.83991 1.59166
H: 0.14887 0.06710 -0.75227
H: 2.15110 -1.10532 -0.54800
H: 1.70482 -1.59047 1.09180

Per-atom Löwdin charges, elementary charge units: -0.020, -0.411, -0.480, 0.076, 0.056, 0.084, 0.128, 0.096, 0.088, 0.100, -0.190, -0.113, 0.075, 0.108, 0.102, 0.146, 0.077, 0.077